[1]
ORCA calculation (ωB97M-V with the def2-TZVPD basis set) on a molecular structure, C21H19N3O3 at a distorted geometry.

Calculated values
E_HOMO in eV: -7.890
2S+1: 1
Energy above the lowest of the compared OMol25 structures with the same formula, charge and spin in eV: 1.8752
F_max in eV/A: 4.25
Orbital gap in eV: 7.6

XYZ file:
```
46
C21H19N3O3 | the Open Molecules 2025 dataset | ωB97M-V with the def2-TZVPD basis set
C 1.445 2.432 0.286
C 2.835 4.566 0.414
N -2.948 2.924 5.894
C -3.517 0.823 -2.601
C -2.502 0.833 0.063
C 0.439 1.596 0.801
H -1.303 0.691 3.455
C -3.360 -0.195 -0.444
H -2.334 2.631 -2.846
N -4.346 1.227 5.252
C -2.700 2.048 3.588
C -3.865 -0.230 -1.739
H -4.538 -1.049 -2.031
H 3.002 5.375 1.132
H -1.945 -1.515 3.451
C -1.464 1.181 2.432
C -2.207 1.895 -0.793
H 3.789 4.079 0.193
C 1.212 3.899 2.178
C -2.659 1.850 -2.138
C -2.803 -0.809 1.658
H -2.857 2.601 2.598
H -2.844 -2.720 2.485
O -4.469 2.113 7.404
C 0.256 3.042 2.694
H -4.041 -2.019 0.457
H -3.918 0.852 -3.624
N -3.512 -1.147 0.560
O -1.488 3.901 4.533
C 1.822 3.608 0.954
H -3.728 -1.510 3.461
C -0.266 1.954 1.985
H 2.456 4.987 -0.518
C -3.971 2.088 6.301
H -0.198 3.277 3.652
C -2.837 -1.675 2.832
H -5.208 0.721 5.424
C -2.328 2.970 4.646
C -2.148 0.427 1.432
C -3.918 1.297 3.915
H 1.524 4.757 2.790
H 1.963 2.136 -0.637
H 0.165 0.670 0.291
H -2.643 3.636 6.550
H -1.575 2.719 -0.429
O -4.612 0.716 3.069
```

---

[2]
ORCA calculation (ωB97M-V with the def2-TZVPD basis set) on 2 unconnected molecules or ions with the total composition C4H13NPS at a distorted geometry.

Calculated values
E_HOMO (alpha / beta) in eV: -11.466 / -11.515
2S+1: 1
Energy above the lowest of the compared OMol25 structures with the same formula, charge and spin in eV: 3.3561
Total charge: +1
F_max in eV/A: 4.35
Orbital gap (alpha / beta) in eV: 7.2 / 7.3

XYZ file:
```
20
C4H13NPS | the Open Molecules 2025 dataset | ωB97M-V with the def2-TZVPD basis set
H 0.810 1.863 -2.238
H 0.137 -2.772 2.198
H -1.966 1.821 2.217
H -0.363 -0.754 -2.237
H 1.605 -2.837 1.146
C 0.528 -2.935 1.207
C 0.299 0.895 -0.324
H 1.136 0.825 0.343
C 0.668 0.960 -1.739
N -0.436 0.252 -2.458
H -1.183 3.337 2.130
C -1.144 2.241 1.833
H -0.260 1.892 2.378
H -1.538 -1.417 0.906
S -1.071 1.983 -0.009
H 0.240 -3.897 0.777
H -1.438 0.694 -2.254
H -0.474 0.245 -3.522
H 1.546 0.284 -1.808
P -0.476 -1.732 -0.011
```

---

[3]
ORCA calculation (ωB97M-V with the def2-TZVPD basis set) on a molecular structure, C41H46N3PPt at a distorted geometry.

Calculated values
E_HOMO (alpha / beta) in eV: 2.783 / 0.120
2S+1: 3
Total charge: -2
F_max in eV/A: 3.18
Orbital gap (alpha / beta) in eV: 1.3 / 4.0

XYZ file:
```
92
C41H46N3PPt | the Open Molecules 2025 dataset | ωB97M-V with the def2-TZVPD basis set
H 1.513 2.457 5.234
C 1.201 -3.129 2.761
H 3.273 -3.619 -2.144
H -0.546 -2.871 -0.400
C -1.235 -0.872 -0.297
C -1.672 -2.290 5.749
C -0.733 -0.157 -1.481
C 3.940 -0.979 -0.730
H -2.529 1.166 4.229
H 2.613 0.769 3.534
H -1.135 -7.335 0.656
H -1.422 -3.254 6.194
H 4.390 2.468 0.946
Pt 0.158 -0.197 1.172
C 0.684 3.497 0.815
H -0.499 -0.407 -3.576
H -3.999 -0.642 0.905
C 0.378 4.272 4.965
C 0.484 -5.181 1.494
H 0.015 -5.551 2.410
H 1.000 4.837 5.666
H -2.194 -2.635 -1.054
C 3.657 -2.183 -0.237
H -0.225 -1.874 -2.621
H 1.733 -2.795 -2.545
C -1.494 -2.333 -0.260
C -0.681 -1.581 5.063
C -1.197 2.823 3.185
C 0.681 2.931 4.712
H -1.549 2.915 -2.566
H -1.850 2.239 2.525
H 0.038 -7.859 -0.573
H 0.340 -1.968 5.022
H 4.222 -3.094 -0.298
H -2.231 3.404 0.367
C 2.182 -3.729 -2.175
C 1.612 -4.189 -0.872
H -0.916 5.950 4.506
C -0.707 2.256 -2.324
H 2.153 -0.917 3.914
C 0.499 -5.980 0.350
C -0.093 2.206 3.788
H -1.906 -2.621 0.712
H -0.319 1.830 -3.254
C 1.881 -0.878 0.323
H 1.012 -0.586 -2.666
C -0.070 -0.789 -2.636
C -3.262 -0.526 5.316
C -2.816 2.563 -0.033
C 1.563 4.272 1.573
C -1.495 4.164 3.439
H -3.424 0.611 2.023
C -2.964 -1.770 5.879
C 1.886 0.137 4.063
H 3.333 1.380 -1.724
C 1.029 -5.457 -0.829
C 2.894 3.885 1.716
H 1.973 -4.498 -2.930
H 4.783 -0.596 -1.275
N 1.069 2.342 0.254
H 2.245 -2.958 3.061
C -2.280 0.179 4.618
H 3.572 4.426 2.384
N 2.858 -0.151 -0.387
C -1.114 1.186 -1.381
C 2.401 2.134 0.147
C 1.630 -3.411 0.311
N 2.353 -2.166 0.280
C -2.060 0.130 0.444
C -1.983 1.362 -0.277
H 0.713 -2.139 2.627
C -3.107 -0.251 1.422
H -2.354 4.621 2.943
H -4.257 -0.092 5.420
C 2.844 1.153 -0.769
C 1.092 -3.917 1.504
H 0.088 2.870 -1.880
H -2.730 -1.025 2.101
H 1.886 0.375 5.134
C -0.069 -7.366 0.397
H -3.284 2.910 -0.967
H 1.001 -6.056 -1.744
H -3.736 -2.326 6.415
H 1.160 5.150 2.075
H 0.674 -3.634 3.578
C -0.986 -0.353 4.456
H -3.615 2.348 0.685
H -0.357 3.806 0.694
H 0.439 -7.977 1.153
P 0.250 0.461 3.355
C 3.356 2.822 0.959
C -0.696 4.894 4.325
```

---

[4]
ORCA calculation (ωB97M-V with the def2-TZVPD basis set) on a molecular structure, C11H14N4O2SV at a distorted geometry.

Calculated values
E_HOMO (alpha / beta) in eV: -15.518 / -15.538
2S+1: 2
Energy above the lowest of the compared OMol25 structures with the same formula, charge and spin in eV: 0.2775
Total charge: +2
F_max in eV/A: 1.97
Orbital gap (alpha / beta) in eV: 5.8 / 6.5

XYZ file:
```
33
C11H14N4O2SV | the Open Molecules 2025 dataset | ωB97M-V with the def2-TZVPD basis set
H 3.908 2.875 -1.172
C 3.293 3.188 -0.327
H 2.990 2.668 1.758
N 3.366 0.908 0.699
H -0.569 2.748 0.532
H -5.328 -0.719 -1.387
H 3.525 4.229 -0.108
H -3.775 1.120 -0.737
C -2.569 -2.508 -0.661
C -3.871 -2.255 -1.046
C 2.187 0.358 0.538
C -1.412 2.216 0.107
C 1.010 -4.536 0.575
H 4.172 0.302 0.676
O 0.190 -3.357 0.683
C -4.315 -0.945 -1.077
O 2.167 -4.439 0.658
H -4.517 -3.078 -1.317
C -2.175 -0.221 -0.325
C -1.153 0.762 0.078
H -2.317 2.428 0.681
V -0.040 -1.715 0.653
H 0.441 -5.452 0.414
H -2.173 -3.512 -0.640
H 4.641 2.450 1.184
H -1.579 2.576 -0.914
N -1.732 -1.510 -0.315
C -3.452 0.089 -0.711
S 2.162 -1.427 0.356
N 0.014 0.224 0.332
H 2.243 3.121 -0.610
C 3.594 2.355 0.907
N 1.077 1.055 0.517
```

---

[5]
ORCA calculation (ωB97M-V with the def2-TZVPD basis set) on a single H4NO2PS molecule at a distorted geometry.

Calculated values
E_HOMO (alpha / beta) in eV: -4.528 / -9.772
2S+1: 3
Energy above the lowest of the compared OMol25 structures with the same formula, charge and spin in eV: 2.6044
F_max in eV/A: 6.50
Orbital gap (alpha / beta) in eV: 5.1 / 6.1

XYZ file:
```
9
H4NO2PS | the Open Molecules 2025 dataset | ωB97M-V with the def2-TZVPD basis set
O 0.394 1.588 -0.825
H 0.745 -0.354 1.843
O 0.392 0.484 1.477
N 1.038 -1.128 -0.471
H 0.450 1.531 -1.786
P 0.059 0.024 -0.055
H 0.695 -1.563 -1.393
S -2.023 -0.032 0.002
H -1.749 -0.549 1.207
```

---

[6]
ORCA calculation (ωB97M-V with the def2-TZVPD basis set) on 2 unconnected molecules or ions with the total composition C5H8N2O at a distorted geometry.

Calculated values
E_HOMO in eV: -7.797
2S+1: 1
Energy above the lowest of the compared OMol25 structures with the same formula, charge and spin in eV: 4.8790
F_max in eV/A: 2.51
Orbital gap in eV: 8.5

XYZ file:
```
16
C5H8N2O | the Open Molecules 2025 dataset | ωB97M-V with the def2-TZVPD basis set
C -0.330 -0.300 -2.070
H 2.098 -0.986 0.150
C 0.182 -0.919 0.367
H -0.822 -1.043 2.245
O 1.454 -1.195 0.834
H -0.449 -1.218 -2.639
C 0.442 2.186 -0.298
H 1.461 2.221 -0.657
H -0.470 0.618 -2.627
C -0.894 -1.473 1.244
H -1.881 -1.257 0.832
N 0.018 1.421 1.911
H -0.305 2.771 -0.815
H -0.768 -2.558 1.334
N 0.283 2.037 0.987
C -0.019 -0.307 -0.798
```

---

[7]
ORCA calculation (ωB97M-V with the def2-TZVPD basis set) on a molecular structure, C3H11BaNO4 at a distorted geometry.

Calculated values
E_HOMO in eV: -18.134
2S+1: 1
Energy above the lowest of the compared OMol25 structures with the same formula, charge and spin in eV: 0.6717
Total charge: +2
F_max in eV/A: 7.63
Orbital gap in eV: 10.3

XYZ file:
```
20
C3H11BaNO4 | the Open Molecules 2025 dataset | ωB97M-V with the def2-TZVPD basis set
H 0.526 -1.067 -2.795
H 2.366 2.841 0.500
H -2.066 -1.969 3.071
O -0.479 -2.783 -0.373
H 2.384 3.810 -1.057
O 0.775 2.688 -0.798
H 0.720 2.583 -1.751
C 0.771 -1.881 -2.113
H 0.664 -2.904 -2.473
H 2.738 2.088 -1.082
O -1.329 -0.231 2.318
H -3.249 -0.684 2.838
Ba -1.453 1.680 0.380
H -2.713 -1.579 1.464
O -0.243 -0.675 -0.437
C 2.162 2.859 -0.571
N -0.097 -1.742 -0.870
H 1.822 -1.797 -1.838
H -0.931 -0.080 3.179
C -2.366 -1.158 2.408
```

---

[8]
ORCA calculation (ωB97M-V with the def2-TZVPD basis set) on 2 unconnected molecules or ions with the total composition CH2NO3PS at a distorted geometry.

Calculated values
E_HOMO in eV: -1.356
2S+1: 1
Energy above the lowest of the compared OMol25 structures with the same formula, charge and spin in eV: 0.5096
Total charge: -2
F_max in eV/A: 2.97
Orbital gap in eV: 6.8

XYZ file:
```
9
CH2NO3PS | the Open Molecules 2025 dataset | ωB97M-V with the def2-TZVPD basis set
O 0.172 0.476 1.716
O -1.569 1.757 0.415
C 2.826 -1.817 -0.181
N 2.420 -1.569 0.890
O -2.068 -0.611 1.255
S 3.415 -2.344 -1.588
H -0.380 -0.247 -0.370
P -1.092 0.388 0.736
H 0.760 -0.032 1.209
```

---

[9]
ORCA calculation (ωB97M-V with the def2-TZVPD basis set) on a molecular structure, C19H31BBrCl4F4N6O10S at a distorted geometry.

Calculated values
E_HOMO in eV: -3.469
2S+1: 1
Total charge: -1
F_max in eV/A: 7.74
Orbital gap in eV: 2.1

XYZ file:
```
77
C19H31BBrCl4F4N6O10S | the Open Molecules 2025 dataset | ωB97M-V with the def2-TZVPD basis set
N -6.766 0.561 2.213
F 1.515 0.646 -6.041
C 0.245 -2.778 -1.340
O -6.964 1.223 1.207
H -0.125 -0.170 -4.053
Cl 1.079 3.856 -2.313
C 3.047 3.938 -0.417
H -1.107 -3.522 0.390
O 1.489 -0.391 -0.957
H -1.471 2.547 -2.149
H 4.061 -1.902 3.210
O 4.266 0.331 -3.158
O 0.630 -5.065 -3.204
H 0.806 -3.730 0.622
O 1.521 1.120 -3.765
H 0.100 -2.065 0.831
C 1.193 1.572 -5.038
C -2.314 -2.459 3.830
N -2.848 -2.329 2.580
H -1.262 -2.299 3.998
N -1.149 1.621 -2.489
O -1.780 3.826 2.408
Cl -2.030 -1.113 -0.696
H 1.332 -2.820 -1.654
H 3.435 -2.014 -1.845
O 0.388 2.795 2.709
H -1.943 2.256 0.245
C 1.961 3.165 -0.841
N -0.944 2.449 0.415
Cl -2.542 -4.055 0.787
C 2.160 0.713 -0.373
C 0.788 -0.071 -3.386
H 3.102 6.208 -0.674
C -3.327 -2.803 4.695
H -3.220 -2.981 5.755
H -5.919 1.176 4.022
H 3.414 5.230 -2.268
C -4.192 -2.575 2.634
N 1.404 1.977 -0.248
C -0.016 -3.037 0.222
Cl 3.977 3.430 1.043
F 0.154 4.899 1.117
H 5.073 -0.200 -3.338
F -0.117 2.024 -5.176
H -5.048 1.728 2.558
C 3.026 -1.515 2.927
B 3.930 -0.063 -1.805
C 3.547 5.273 -1.146
F 2.009 2.694 -5.292
H -2.045 1.120 -2.672
H 2.497 -2.006 0.728
C -4.519 -2.876 3.936
H 2.912 1.038 1.788
O -7.463 -0.352 2.609
H 4.067 -1.138 1.020
C 0.399 -0.115 -1.815
H 2.931 -0.503 3.458
N -0.532 0.966 -1.413
C -0.029 1.838 -0.391
H -0.270 -3.652 -1.888
C -0.546 -1.464 -1.754
O 3.489 0.909 -0.861
H -2.335 -2.089 1.752
H 0.696 -5.628 -3.976
H -0.981 -1.650 -2.797
C 2.365 0.259 1.181
H -4.799 -2.516 1.745
H -5.506 -3.119 4.299
C 2.970 -1.196 1.357
H 1.291 0.227 1.599
S -0.492 3.481 1.702
O 4.176 -1.465 -1.519
C -5.571 0.898 3.029
Br 1.538 -2.628 3.600
H -4.936 0.011 3.065
H 1.451 -0.970 -3.605
H 4.672 5.315 -0.930
```

---

[10]
ORCA calculation (ωB97M-V with the def2-TZVPD basis set) on a molecular structure, C39H26BrClILaN6O5 at a distorted geometry.

Calculated values
E_HOMO in eV: -7.919
2S+1: 1
Energy above the lowest of the compared OMol25 structures with the same formula, charge and spin in eV: 0.0000
F_max in eV/A: 1.65
Orbital gap in eV: 7.3

XYZ file:
```
80
C39H26BrClILaN6O5 | the Open Molecules 2025 dataset | ωB97M-V with the def2-TZVPD basis set
H -3.932 1.539 0.563
H 1.112 5.305 1.918
C -0.490 -1.801 -0.352
C 2.379 -3.762 0.971
Br 3.530 -3.149 -10.428
C 3.070 -1.572 -0.607
C -3.674 0.578 2.460
H -0.311 2.553 -3.301
H -0.230 -3.896 -0.299
C -6.296 1.586 2.962
O 1.004 3.265 3.813
C -4.379 -0.666 5.963
H -7.249 1.051 5.400
C -4.339 0.325 3.703
C 1.802 -2.375 -8.314
C 0.206 5.878 1.718
C 2.671 -1.406 0.706
C 2.935 -3.102 -8.636
C -1.009 5.203 2.364
H 0.079 5.974 0.640
H 3.305 -0.708 -1.219
C 1.363 -2.354 -6.997
H 4.506 -4.384 -7.939
C 3.164 -3.802 -6.361
H 0.481 -1.794 -6.718
N 1.062 -2.021 -4.328
C -6.263 0.629 5.233
H -0.852 5.069 3.434
C -5.636 0.844 3.976
C -5.690 1.802 1.762
C -1.243 3.853 1.817
N 1.523 0.306 1.949
C -0.308 1.634 -2.730
C 1.848 1.446 2.549
C 3.658 0.763 1.521
C 0.152 0.469 -3.265
C 0.802 2.112 3.409
H 0.699 -4.055 -2.607
H 0.530 0.425 -4.277
H 0.333 6.874 2.140
C 0.547 -1.985 -2.994
C -4.377 1.313 1.533
H 1.265 -1.835 -9.083
C -5.649 -0.093 6.210
H 1.986 -2.312 2.517
N 2.628 -0.092 1.304
H -6.126 -0.252 7.169
O -0.244 1.424 3.619
H -3.902 -1.271 6.722
O 3.390 3.904 3.458
H -7.291 1.971 3.161
H 2.870 -4.951 -0.749
C 3.151 -2.858 -1.123
C 2.052 -3.056 -6.021
Cl 5.205 0.467 0.901
C -0.791 1.638 -1.409
La -1.257 0.255 1.939
H 3.679 -4.361 -5.589
C 0.405 -3.093 -2.203
H 2.458 3.619 3.668
H -6.205 2.362 0.988
H -1.921 5.781 2.222
O 5.182 3.062 2.469
I -1.975 -1.524 4.492
C 4.015 2.979 2.743
H 2.096 -4.610 1.582
N -1.444 2.787 1.445
C -0.380 -0.627 -1.183
O -0.955 -1.686 0.867
C 3.194 1.800 2.307
N -0.824 0.565 -0.655
C 3.626 -3.815 -7.670
C 2.315 -2.483 1.500
H 3.447 -3.001 -2.155
C 0.121 -0.722 -2.496
C 2.811 -3.951 -0.337
C -3.782 -0.459 4.757
C -0.108 -3.006 -0.906
N 1.630 -3.074 -4.634
H -1.152 2.553 -0.960
```